# 1
Below is a structure of composition C40H37GeIN4O2STc, with properties calculated with wB97M-V/def2-TZVPD.

* DFT total energy: -129779.3024 eV
* total charge: +1
* spin multiplicity: 1
* E_LUMO: -0.1378 hartree

The geometry in XYZ format:
```
87
Properties=species:S:1:pos:R:3:mulliken_charge:R:1
Tc 0.5902 1.0282 -0.1817 0.181
O 1.8133 -0.5344 -0.7984 0.009
C 2.3538 -1.6509 -0.6660 0.569
C 2.9759 -2.2991 -1.7981 -0.725
C 3.7501 -3.3863 -1.6293 -0.506
C 4.0010 -3.9459 -0.3148 -0.748
C 3.4060 -3.4199 0.7628 -1.121
C 2.4823 -2.3007 0.6467 1.107
C 1.8128 -1.9021 1.7539 -1.084
N 0.6957 -1.0658 1.8117 0.830
C -0.5659 -1.7519 1.4022 -0.845
C -0.9019 -1.5488 -0.0659 -1.186
N -1.0643 -0.1104 -0.2199 0.541
C -2.2549 0.3688 -0.1386 -1.206
C -2.6064 1.7177 0.1770 0.841
C -3.9518 2.1102 0.0303 -0.622
C -4.3794 3.3485 0.4273 -1.041
C -3.4590 4.2193 1.0364 -0.493
C -2.1514 3.8379 1.2246 -0.339
C -1.6922 2.5980 0.7776 0.773
O -0.4072 2.2899 0.9399 -0.612
H 2.8182 -1.8607 -2.7740 0.271
H 4.2159 -3.8472 -2.4914 0.476
H 4.6607 -4.7967 -0.2159 0.414
H 3.5634 -3.8429 1.7478 0.430
H 2.1070 -2.3273 2.7165 0.188
H -1.3610 -1.2835 1.9833 0.602
H -0.5424 -2.8070 1.6765 0.437
H -1.8174 -2.0967 -0.3010 0.599
H -0.1108 -1.9099 -0.7154 0.050
H -3.0845 -0.3338 -0.2471 0.361
H -4.6495 1.4070 -0.4134 0.415
H -5.4094 3.6501 0.2940 0.460
H -3.7856 5.1977 1.3640 0.457
H -1.4244 4.4923 1.6891 0.499
I 0.1639 -1.6196 4.7944 0.072
C 0.5799 -0.3562 3.0601 -1.214
H -0.2407 0.3515 3.0227 0.414
H 1.5030 0.1570 3.3016 0.622
C 0.4517 0.0516 -6.2589 -0.957
N 1.5440 0.2810 -5.3188 0.255
C 2.9043 0.0872 -5.5548 -0.476
C 3.5544 0.4505 -4.4349 -0.629
N 2.5842 0.8424 -3.5272 0.942
C 1.3765 0.7473 -4.0730 0.044
S -0.1266 1.1643 -3.3516 -0.420
H 0.8682 -0.1130 -7.2478 0.359
H -0.1976 0.9251 -6.2823 0.361
H -0.1317 -0.8181 -5.9614 0.317
H 3.2749 -0.2671 -6.5000 0.546
H 4.6043 0.4776 -4.2072 0.517
H 2.7130 1.1895 -2.5840 -0.231
C 0.5243 1.8945 -1.8067 -0.234
Ge 0.8549 3.8382 -2.0031 3.357
C -0.8006 4.7355 -2.4908 -0.036
C -2.0496 4.2436 -2.1240 -0.112
C -3.2087 4.9307 -2.4666 -0.801
C -3.1297 6.1189 -3.1827 -0.642
C -1.8907 6.6197 -3.5576 -0.719
C -0.7316 5.9309 -3.2155 -0.534
C 2.1282 4.0696 -3.4726 -0.457
C 3.5004 4.1147 -3.2068 -0.384
C 4.4260 4.1380 -4.2484 -0.786
C 3.9883 4.1169 -5.5668 -0.530
C 2.6280 4.0856 -5.8441 -0.738
C 1.7035 4.0654 -4.8049 -0.360
C 1.6214 4.4732 -0.3562 0.084
C 1.2592 5.7247 0.1407 -0.519
C 1.8270 6.2009 1.3177 -0.739
C 2.7598 5.4314 2.0040 -0.599
C 3.1244 4.1828 1.5167 -1.057
C 2.5558 3.7102 0.3417 0.129
H -2.1240 3.3217 -1.5639 0.237
H -4.1727 4.5374 -2.1684 0.456
H -4.0326 6.6536 -3.4487 0.403
H -1.8248 7.5451 -4.1161 0.426
H 0.2332 6.3267 -3.5149 0.426
H 3.8470 4.1505 -2.1792 0.363
H 5.4856 4.1890 -4.0286 0.442
H 4.7060 4.1439 -6.3772 0.416
H 2.2857 4.0955 -6.8724 0.447
H 0.6416 4.0529 -5.0298 0.419
H 0.5222 6.3230 -0.3823 0.415
H 1.5411 7.1722 1.7011 0.419
H 3.2008 5.8033 2.9192 0.405
H 3.8477 3.5818 2.0541 0.475
H 2.8428 2.7213 -0.0229 0.421
```


# 2
Below is a structure of composition C40H37I2N2OSb2V in a non-equilibrium geometry, with properties calculated with wB97M-V/def2-TZVPD.

* DFT total energy: -102056.3096 eV
* expectation value of S²: 2.03
* total charge: +2
* spin multiplicity: 3
* E_LUMO (spin up / spin down): -0.2710 / -0.2377 hartree

The geometry in XYZ format:
```
85
Properties=species:S:1:pos:R:3:mulliken_spin:R:1
V -0.0996 -0.8298 1.3605 2.128
I -0.3530 -7.0005 5.5912 -0.004
C -0.5013 -5.4427 4.2030 -0.020
C -0.5653 -5.7381 2.8456 0.010
C -0.6646 -4.7017 1.9395 -0.016
I -0.6751 -5.0205 -0.1371 -0.001
C -0.7098 -3.3702 2.3663 0.000
O -0.8191 -2.3725 1.4882 -0.111
C -0.6411 -3.0845 3.7394 0.013
C -0.8399 -1.6568 4.1953 0.040
N -0.0184 -0.6523 3.4612 0.010
C 1.4136 -0.6959 3.8416 0.014
C 2.1696 -1.5903 2.8992 0.037
C 3.3173 -2.2698 3.2572 0.002
C 3.9822 -3.0262 2.3025 0.007
C 3.4455 -3.1259 1.0242 -0.004
C 2.2787 -2.4479 0.7463 0.025
N 1.6646 -1.6724 1.6545 -0.071
C -0.5344 -4.1257 4.6446 0.008
H -0.5369 -6.7636 2.5052 0.000
H -0.6280 -1.5923 5.2645 0.002
H -1.8906 -1.3891 4.0473 -0.006
H -0.3835 0.2615 3.7303 0.017
H 1.5439 -1.0367 4.8703 0.002
H 1.8217 0.3153 3.7657 0.000
H 3.6872 -2.2135 4.2719 0.001
H 4.8951 -3.5496 2.5522 0.000
H 3.9169 -3.7249 0.2590 0.000
H 1.8058 -2.5335 -0.2251 0.009
H -0.4923 -3.9178 5.7064 0.001
C -2.8311 -0.2922 0.3157 0.059
C -2.4261 -0.7718 -1.0845 -0.039
C -0.9314 -0.7279 -1.4227 -0.030
Sb -0.4024 1.2495 -2.2073 0.000
C 1.7416 1.0855 -2.1557 0.000
C 2.4682 2.2426 -2.4138 -0.001
C 3.8562 2.2230 -2.3786 0.000
C 4.5237 1.0542 -2.0361 0.000
C 3.8034 -0.1010 -1.7660 0.004
C 2.4155 -0.0877 -1.8296 0.011
C -0.6813 0.6315 -4.2487 -0.001
C -1.7177 1.1782 -4.9928 0.001
C -1.8838 0.7984 -6.3192 0.000
C -1.0079 -0.1114 -6.8920 0.000
C 0.0299 -0.6527 -6.1461 0.000
C 0.1991 -0.2824 -4.8187 0.000
Sb -2.4350 1.6140 1.3941 -0.005
C -0.3292 2.2379 1.3071 -0.008
C 0.8192 1.4669 1.1343 -0.025
C 2.0893 1.9747 1.3854 0.004
C 2.2261 3.2831 1.8073 -0.004
C 1.0970 4.0768 1.9732 0.008
C -0.1667 3.5501 1.7546 -0.006
C -3.2484 3.0496 0.0036 0.008
C -4.6173 2.9626 -0.2216 -0.002
C -5.2236 3.7871 -1.1597 0.000
C -4.4654 4.7036 -1.8706 0.000
C -3.1096 4.8351 -1.6009 0.000
C -2.5034 4.0185 -0.6580 -0.001
H -2.5330 -1.0505 1.0426 -0.042
H -3.9222 -0.2667 0.3769 -0.001
H -2.9802 -0.2316 -1.8576 -0.003
H -2.7621 -1.8135 -1.1246 -0.001
H -0.6996 -1.4383 -2.2162 0.006
H -0.3461 -1.0421 -0.5279 0.011
H 1.9483 3.1658 -2.6486 0.000
H 4.4154 3.1207 -2.6079 0.000
H 5.6045 1.0398 -1.9895 0.000
H 4.3240 -1.0153 -1.5048 0.000
H 1.8604 -1.0047 -1.6500 -0.013
H -2.3933 1.8998 -4.5464 0.000
H -2.6884 1.2241 -6.9040 0.000
H -1.1285 -0.3950 -7.9290 0.000
H 0.7198 -1.3556 -6.5953 0.000
H 1.0193 -0.6977 -4.2442 0.000
H 0.7695 0.4801 0.6543 -0.026
H 2.9642 1.3569 1.2207 0.001
H 3.2106 3.6868 1.9991 0.000
H 1.1968 5.1096 2.2799 0.000
H -1.0440 4.1658 1.9201 0.000
H -5.2207 2.2573 0.3408 0.000
H -6.2889 3.7106 -1.3313 0.000
H -4.9305 5.3266 -2.6225 0.000
H -2.5181 5.5758 -2.1234 0.000
H -1.4553 4.1633 -0.4351 0.000
```


# 3
Below is a cluster of 7 separate species, C40H38N2O12P in total in a non-equilibrium geometry, with properties calculated with wB97M-V/def2-TZVPD.

* DFT total energy: -78920.6566 eV
* total charge: +1
* spin multiplicity: 1
* E_LUMO: -0.1424 hartree

The geometry in XYZ format:
```
93
Properties=species:S:1:pos:R:3:mulliken_charge:R:1
C -3.9027 -1.4544 -0.8531 -1.288
C -2.6867 -0.5572 -1.2828 -0.317
C -2.6193 0.6354 -0.2738 -0.434
C -2.0389 0.1285 1.0819 -1.353
N -1.8622 1.7957 -0.8826 0.004
P -0.0963 1.5069 -1.1462 0.270
N 0.7375 1.6149 0.2017 -0.575
H -3.5505 -2.4922 -0.8850 0.299
H -4.2552 -1.1937 0.1492 0.395
H -4.6884 -1.3366 -1.6079 0.293
H -1.7306 -1.0893 -1.2466 0.509
H -2.9477 -0.1640 -2.2900 0.200
H -3.6516 0.9672 -0.0929 0.349
H -1.4898 -0.8057 0.9065 0.395
H -1.4047 0.8522 1.6024 0.496
H -2.8686 -0.1182 1.7596 0.354
H -2.2652 1.9549 -1.8170 0.407
H -1.9814 2.6720 -0.3650 0.498
H 0.0143 0.2426 -1.7959 0.139
H 0.2953 2.5344 -2.0555 0.156
H 1.1637 0.6852 0.2967 0.171
C -2.4091 -3.2284 -5.5302 -0.412
C -2.5616 -2.0617 -4.9073 -0.166
C -3.6892 -1.1619 -5.2238 0.513
O -3.8223 -0.0938 -4.6502 -0.572
C -4.6476 -1.6025 -6.2595 -0.380
C -4.4993 -2.7691 -6.8858 -0.393
C -3.3690 -3.6720 -6.5684 0.274
O -3.2326 -4.7325 -7.1334 -0.507
H -1.5886 -3.9001 -5.3119 0.432
H -1.8719 -1.7170 -4.1468 0.372
H -5.4669 -0.9293 -6.4766 0.425
H -5.1897 -3.1091 -7.6469 0.423
C -8.0627 0.3337 0.1508 -0.488
C -7.7917 1.5546 0.6102 -0.195
C -7.2154 2.5956 -0.2695 0.412
O -6.9630 3.7077 0.1485 -0.581
C -6.9514 2.2306 -1.6798 -0.461
C -7.2206 1.0095 -2.1387 -0.298
C -7.7986 -0.0322 -1.2585 0.323
O -8.0410 -1.1436 -1.6774 -0.563
H -8.4821 -0.4411 0.7796 0.447
H -7.9761 1.8387 1.6382 0.425
H -6.5290 3.0051 -2.3084 0.492
H -7.0302 0.7236 -3.1659 0.480
C -5.5282 3.0692 5.3182 -0.411
C -5.2569 4.2889 5.7802 -0.351
C -4.6841 5.3325 4.9001 0.266
O -4.4344 6.4409 5.3174 -0.523
C -4.4257 4.9703 3.4873 -0.414
C -4.6974 3.7508 3.0274 -0.024
C -5.2699 2.7081 3.9072 0.395
O -5.5197 1.5950 3.4851 -0.566
H -5.9465 2.2927 5.9456 0.437
H -5.4395 4.5720 6.8088 0.424
H -4.0081 5.7469 2.8593 0.413
H -4.5167 3.4672 1.9981 0.356
C 5.1374 -1.3765 1.6030 -0.450
C 3.9071 -1.0033 1.2572 -0.143
C 2.7157 -1.6255 1.8734 0.389
O 1.5866 -1.2883 1.5578 -0.432
C 2.9383 -2.6763 2.8906 -0.523
C 4.1676 -3.0513 3.2381 -0.454
C 5.3604 -2.4292 2.6202 0.204
O 6.4799 -2.7669 2.9355 -0.552
H 6.0210 -0.9333 1.1637 0.673
H 3.7250 -0.2342 0.5166 0.433
H 2.0531 -3.1178 3.3303 0.418
H 4.3511 -3.8187 3.9793 0.437
C 10.2842 -1.1623 4.1622 -0.436
C 9.0039 -0.9077 3.8962 -0.152
C 8.4930 0.4798 3.8449 0.448
O 7.3241 0.7114 3.6028 -0.549
C 9.4556 1.5751 4.0989 -0.395
C 10.7356 1.3211 4.3654 -0.363
C 11.2480 -0.0677 4.4164 0.315
O 12.4135 -0.2986 4.6567 -0.536
H 10.6770 -2.1701 4.2045 0.439
H 8.2838 -1.6926 3.7073 0.440
H 9.0624 2.5829 4.0562 0.414
H 11.4546 2.1079 4.5545 0.410
C 4.7944 -0.5701 -2.6449 -0.271
C 4.3241 -1.1631 -3.7401 -0.341
C 5.0854 -2.2373 -4.4181 0.338
O 4.6554 -2.7746 -5.4152 -0.538
C 6.3878 -2.6270 -3.8323 -0.381
C 6.8583 -2.0330 -2.7362 -0.430
C 6.0966 -0.9606 -2.0590 0.443
O 6.5197 -0.4192 -1.0587 -0.547
H 4.2539 0.2183 -2.1353 0.452
H 3.3744 -0.8918 -4.1838 0.407
H 6.9289 -3.4139 -4.3416 0.413
H 7.8082 -2.3036 -2.2934 0.443
```


# 4
Below is a structure of composition C40H39IrN5OP2, with properties calculated with wB97M-V/def2-TZVPD.

* DFT total energy: -73002.4030 eV
* expectation value of S²: 6.04
* total charge: +3
* spin multiplicity: 5
* E_LUMO (spin up / spin down): -0.2696 / -0.4189 hartree

The geometry in XYZ format:
```
88
Properties=species:S:1:pos:R:3:mulliken_spin:R:1
Ir 0.3899 0.7380 -0.2646 2.366
C 5.2999 0.5683 0.3516 0.003
N 4.6705 1.8877 0.2919 0.018
C 5.5228 3.0819 0.2925 0.000
C 3.3355 1.9583 0.2280 -0.002
N 2.5460 0.9216 0.1480 0.062
N 2.8035 3.2421 0.2367 0.013
C 1.5069 3.6128 0.5105 0.007
N 1.3363 4.9316 0.6988 0.014
N 0.5264 2.7607 0.5632 0.081
H 6.3478 0.6963 0.6013 0.000
H 5.2309 0.0480 -0.6066 -0.001
H 4.8453 -0.0402 1.1353 -0.001
H 6.5530 2.7674 0.1634 0.000
H 5.4561 3.6313 1.2341 0.001
H 5.2938 3.7383 -0.5499 0.001
H 3.0536 0.0478 0.1584 -0.034
H 3.4677 3.9943 0.1681 -0.001
H 2.1061 5.5728 0.7918 0.001
H 0.4155 5.3020 0.8672 -0.003
H -0.3469 3.2037 0.8270 -0.013
O -2.2599 -1.7409 0.5706 0.218
C -3.4581 -1.2509 0.9967 -0.043
C -4.4399 -2.0017 1.6398 0.072
C -5.6138 -1.3620 1.9866 -0.013
C -5.7947 -0.0129 1.6899 0.087
C -4.7765 0.7328 1.0861 -0.024
C -3.5803 0.1294 0.7512 0.128
P -2.1313 1.0517 0.0979 -0.036
C -2.0240 0.6822 -1.6727 0.049
C -2.6883 -0.3786 -2.2947 0.000
C -2.4118 -0.6898 -3.6153 0.008
C -1.4566 0.0332 -4.3308 0.027
C -0.7864 1.0805 -3.7285 0.015
C -1.0602 1.4090 -2.3981 0.101
C -2.6481 2.7792 0.2467 0.049
C -3.1024 3.5410 -0.8284 0.004
C -3.4831 4.8634 -0.6273 -0.001
C -3.4271 5.4208 0.6427 0.005
C -2.9887 4.6611 1.7231 0.002
C -2.5948 3.3442 1.5270 0.038
C -1.9570 -2.9229 0.0777 0.110
C -2.8994 -3.9284 -0.2320 0.091
C -2.4333 -5.1059 -0.7500 0.034
C -1.0585 -5.2808 -0.9855 0.214
C -0.1404 -4.2455 -0.7352 0.029
C -0.5658 -3.0533 -0.2052 0.141
P 0.6019 -1.6678 0.1549 0.099
C 1.2000 -2.0425 1.8165 0.002
C 1.2163 -1.0250 2.7725 -0.023
C 1.6635 -1.2898 4.0600 -0.001
C 2.0890 -2.5670 4.3975 0.001
C 2.0656 -3.5881 3.4530 -0.002
C 1.6166 -3.3312 2.1681 0.008
C 1.9199 -2.0005 -1.0441 0.033
C 1.6150 -1.7498 -2.3862 0.025
C 2.5852 -1.9178 -3.3617 0.002
C 3.8646 -2.3293 -3.0040 0.008
C 4.1729 -2.5735 -1.6731 0.003
C 3.2036 -2.4089 -0.6881 0.008
H -4.2746 -3.0347 1.9154 0.002
H -6.3886 -1.9122 2.5035 0.003
H -6.7256 0.4724 1.9549 0.001
H -4.9222 1.7887 0.8978 0.008
H -3.4544 -0.9307 -1.7619 -0.007
H -2.9608 -1.4853 -4.1040 0.001
H -1.2644 -0.2066 -5.3691 0.001
H -0.0669 1.6611 -4.2912 0.000
H -0.6410 2.3236 -1.9840 -0.023
H -3.1686 3.1074 -1.8188 0.005
H -3.8386 5.4525 -1.4628 0.001
H -3.7413 6.4460 0.7952 0.001
H -2.9652 5.0921 2.7166 0.000
H -2.2573 2.7484 2.3712 -0.002
H -3.9607 -3.7680 -0.1105 -0.005
H -3.1312 -5.8936 -1.0007 0.006
H -0.7042 -6.2184 -1.3975 -0.005
H 0.9040 -4.3836 -0.9867 0.015
H 0.8813 -0.0306 2.5073 0.028
H 1.6737 -0.5023 4.8025 0.000
H 2.4338 -2.7735 5.4030 0.000
H 2.3925 -4.5849 3.7207 0.000
H 1.5937 -4.1383 1.4440 0.002
H 0.6120 -1.4357 -2.6685 -0.009
H 2.3474 -1.7343 -4.4014 0.000
H 4.6199 -2.4682 -3.7671 0.000
H 5.1665 -2.9097 -1.4016 0.000
H 3.4464 -2.6104 0.3491 0.000
```


# 5
Below is a structure of composition C40H39N8OS3Y, with properties calculated with wB97M-V/def2-TZVPD.

* DFT total energy: -89634.7098 eV
* expectation value of S²: 0.76
* total charge: -1
* spin multiplicity: 2
* E_LUMO (spin up / spin down): 0.0813 / 0.0813 hartree

The geometry in XYZ format:
```
92
Properties=species:S:1:pos:R:3:mulliken_spin:R:1
Y -0.0896 -0.4080 -0.5144 -0.016
S -2.8793 -4.5612 -1.3229 0.000
C -1.9392 -4.9594 0.0776 0.000
C -1.8981 -6.1479 0.7958 0.000
C -1.0786 -6.2134 1.9066 0.000
C -0.3141 -5.1108 2.2910 0.000
C -0.3476 -3.9306 1.5761 0.000
C -1.1676 -3.8476 0.4482 0.000
N -1.3191 -2.7356 -0.3619 0.000
C -2.1916 -2.9507 -1.3080 0.000
C -2.6026 -1.9259 -2.2584 0.000
C -3.6203 -2.1961 -3.1826 0.000
C -4.0388 -1.1984 -4.0386 0.000
C -3.4508 0.0598 -3.9470 0.000
C -2.4456 0.3006 -3.0224 -0.001
C -1.9517 -0.6827 -2.1472 0.000
H -2.4969 -6.9970 0.4941 0.000
H -1.0325 -7.1268 2.4856 0.000
H 0.3169 -5.1817 3.1682 0.000
H 0.2474 -3.0799 1.8671 0.001
H -4.0951 -3.1709 -3.2317 0.000
H -4.8249 -1.3892 -4.7593 0.000
H -3.7914 0.8574 -4.5996 0.000
H -2.0372 1.3059 -2.9638 0.001
O 1.6429 -1.8530 0.2577 0.001
N 2.0345 -3.0098 -0.2421 0.000
C 2.6439 -3.8754 0.5987 0.001
C 3.0817 -5.1001 0.1804 0.000
C 2.8829 -5.4491 -1.1612 0.000
C 2.2817 -4.5557 -2.0046 0.000
C 1.8461 -3.2864 -1.5643 0.000
S 1.1440 -2.1346 -2.5845 0.000
H 2.7283 -3.4968 1.6063 0.001
H 3.5544 -5.7661 0.8864 0.000
H 3.2024 -6.4136 -1.5332 0.000
H 2.1162 -4.7854 -3.0468 0.000
N 6.0986 3.2913 1.5253 0.050
C 4.8049 3.5261 1.9976 0.142
S 4.5606 4.8680 2.9926 0.221
C 3.7851 2.6521 1.5566 0.068
C 4.0061 1.6075 0.6138 0.077
C 2.9828 0.7769 0.2419 0.054
N 1.7149 0.8631 0.7027 0.162
C 1.4927 1.8651 1.5964 0.080
C 2.4458 2.7396 2.0300 0.067
H 6.7845 3.8189 2.0432 0.001
H 6.3487 2.3195 1.4087 0.009
H 4.9645 1.4639 0.1317 0.032
H 3.1617 -0.0103 -0.4824 0.014
H 0.4684 1.9487 1.9427 0.000
H 2.1924 3.5119 2.7420 0.027
N 1.1655 -0.9488 3.0642 0.002
C -0.1885 -0.7418 3.0882 -0.003
C -0.8512 -0.5520 4.3184 -0.001
C -2.2196 -0.4583 4.3299 0.001
C -2.9214 -0.5519 3.1277 0.001
C -2.1932 -0.6950 1.9715 0.000
N -0.8545 -0.7783 1.9299 0.001
H 1.6759 -0.5038 3.8107 0.000
H 1.5967 -0.8429 2.1497 0.009
H -0.2714 -0.4947 5.2302 0.000
H -2.7435 -0.3138 5.2666 0.000
H -3.9985 -0.4860 3.0886 0.000
H -2.6896 -0.7224 1.0083 0.000
N 1.9965 4.1079 -5.0128 0.000
C 1.5862 3.1578 -4.0978 0.000
C 1.5381 3.4384 -2.7334 -0.012
C 1.1015 2.4664 -1.8597 0.004
N 0.7196 1.2367 -2.2338 -0.003
C 0.7344 0.9922 -3.5479 0.000
C 1.1483 1.8975 -4.5028 -0.001
H 2.5759 4.8439 -4.6428 0.000
H 2.3214 3.7524 -5.8970 0.000
H 1.8434 4.4018 -2.3468 0.000
H 1.0416 2.6864 -0.8034 0.011
H 0.3861 0.0151 -3.8540 0.001
H 1.1296 1.6197 -5.5484 0.000
C -2.8007 3.6703 2.4276 0.000
C -2.5492 3.7731 0.9170 -0.001
C -3.8858 3.9803 0.1916 0.000
C -1.6266 4.9665 0.6353 0.000
C -1.9092 2.5371 0.4415 -0.002
C -1.3553 1.5196 0.0655 -0.002
H -3.2784 4.5811 2.7998 0.000
H -1.8602 3.5268 2.9616 0.000
H -3.4467 2.8192 2.6495 0.000
H -4.3695 4.8997 0.5339 0.000
H -4.5557 3.1402 0.3802 0.000
H -3.7273 4.0468 -0.8853 0.000
H -2.0811 5.8950 0.9919 0.000
H -1.4399 5.0574 -0.4359 0.001
H -0.6656 4.8341 1.1344 0.002
```